No. 1
C30H39FeN5PSSe2 | ωB97M-V/def2-TZVPD

Output
* E_HOMO: -10.08 eV
* orbital gap: 8.1500 eV
* net charge: +1
* energy relative to the best compared isomer or geometry (same formula, charge and spin): 0.0 kJ/mol
* total energy: -8246.43869 a.u.

Geometry as XYZ:
```
79
Properties=species:S:1:pos:R:3:forces:R:3:lowdin_charge:R:1
Fe -0.679 -1.478 0.391 -0.1 0.0 0.1 -0.01
C 0.861 -3.884 0.980 0.0 0.0 0.0 -0.16
C 0.686 -3.814 -0.524 0.0 0.0 0.0 -0.17
N -0.548 -3.074 -0.872 0.0 0.0 0.0 -0.17
C -1.792 -3.861 -0.919 0.0 0.0 0.0 -0.23
C -2.358 -4.156 0.464 0.0 0.0 0.0 -0.37
S -2.332 -2.661 1.516 0.1 0.1 -0.1 0.99
C -1.371 -3.219 2.964 0.0 0.0 0.0 -0.37
C 0.061 -2.681 2.950 0.0 0.0 0.0 -0.23
N 0.581 -2.561 1.581 0.0 0.0 -0.1 -0.16
H 0.191 -4.621 1.421 0.0 0.0 0.0 0.10
H 1.881 -4.199 1.216 0.0 0.0 0.0 0.13
H 1.513 -3.245 -0.948 0.0 0.0 0.0 0.09
H 0.689 -4.815 -0.964 0.0 0.0 0.0 0.13
H -0.398 -2.673 -1.794 0.0 0.0 0.0 0.09
H -2.516 -3.271 -1.482 0.0 0.0 0.0 0.11
H -1.644 -4.804 -1.455 0.0 0.0 0.0 0.13
H -3.389 -4.494 0.376 0.0 0.0 0.0 0.09
H -1.800 -4.940 0.972 0.0 0.0 0.0 0.07
H -1.895 -2.876 3.853 0.0 0.0 0.0 0.09
H -1.409 -4.307 2.973 0.0 0.0 0.0 0.08
H 0.080 -1.691 3.399 0.0 0.0 0.0 0.10
H 0.694 -3.333 3.561 0.0 0.0 0.0 0.13
H 1.479 -2.061 1.613 0.0 0.0 0.0 -0.05
Se 3.675 -1.206 1.296 0.0 0.0 0.0 0.35
P 2.919 0.145 -0.185 0.0 0.0 0.0 0.21
Se 1.012 -0.370 -1.134 0.0 0.0 0.0 0.51
C 4.105 0.410 -1.534 0.0 0.0 0.0 -0.40
C 3.711 1.112 -2.672 0.0 0.0 0.0 -0.11
C 4.627 1.368 -3.678 0.0 0.0 0.0 -0.07
C 5.938 0.924 -3.555 0.0 0.0 0.0 -0.07
C 6.329 0.222 -2.426 0.0 0.0 0.0 -0.07
C 5.415 -0.036 -1.413 0.0 0.0 0.0 -0.11
C 2.714 1.820 0.544 0.0 0.0 0.0 -0.41
C 3.461 2.189 1.660 0.0 0.0 0.0 -0.12
C 3.297 3.448 2.225 0.0 0.0 0.0 -0.08
C 2.390 4.347 1.676 0.0 0.0 0.0 -0.09
C 1.651 3.985 0.557 0.0 0.0 0.0 -0.08
C 1.811 2.727 -0.006 0.0 0.0 0.0 -0.12
H 2.686 1.446 -2.778 0.0 0.0 0.0 0.08
H 4.319 1.912 -4.561 0.0 0.0 0.0 0.11
H 6.652 1.123 -4.343 0.0 0.0 0.0 0.11
H 7.348 -0.129 -2.330 0.0 0.0 0.0 0.11
H 5.716 -0.588 -0.532 0.0 0.0 0.0 0.06
H 4.161 1.484 2.091 0.0 0.0 0.0 0.07
H 3.887 3.730 3.087 0.0 0.0 0.0 0.11
H 2.268 5.329 2.113 0.0 0.0 0.0 0.11
H 0.947 4.683 0.122 0.0 0.0 0.0 0.11
H 1.211 2.436 -0.858 0.0 0.0 0.0 0.06
N 0.114 1.803 2.800 0.0 0.0 0.0 0.17
C 0.347 0.620 2.202 0.0 0.1 0.0 -0.17
N -0.735 0.086 1.688 0.0 0.0 0.1 0.03
C -1.768 0.976 1.985 0.0 0.0 -0.1 -0.20
C -3.138 0.907 1.732 0.0 0.0 0.0 -0.04
C -3.919 1.967 2.147 0.0 0.0 0.0 -0.08
C -3.364 3.078 2.802 0.0 0.0 0.0 -0.08
C -2.015 3.151 3.078 0.0 0.0 0.0 0.00
C -1.234 2.077 2.663 0.0 0.0 0.0 -0.18
H 0.836 2.421 3.136 0.0 0.0 0.0 0.15
H 1.332 0.177 2.166 0.0 0.0 0.0 0.07
H -3.570 0.049 1.238 0.0 0.0 0.0 0.08
H -4.986 1.943 1.971 0.0 0.0 0.0 0.11
H -4.013 3.887 3.110 0.0 0.0 0.0 0.11
H -1.589 3.997 3.599 0.0 0.0 0.0 0.12
C -4.402 -0.135 -3.215 0.0 0.0 0.0 -0.03
C -3.323 0.766 -2.604 0.0 0.0 0.1 -0.57
C -2.321 1.225 -3.673 0.0 0.0 0.0 -0.03
C -3.955 1.973 -1.897 0.0 0.0 0.0 -0.03
C -2.574 -0.003 -1.597 0.1 0.0 0.0 -0.07
N -1.941 -0.563 -0.824 -0.1 -0.1 0.0 0.13
H -4.958 0.437 -3.958 0.0 0.0 0.0 0.10
H -5.104 -0.483 -2.457 0.0 0.0 0.0 0.09
H -3.961 -1.000 -3.712 0.0 0.0 0.0 0.09
H -2.852 1.819 -4.417 0.0 0.0 0.0 0.10
H -1.860 0.374 -4.174 0.0 0.0 0.0 0.09
H -1.533 1.837 -3.234 0.0 0.0 0.0 0.09
H -4.492 2.569 -2.635 0.0 0.0 0.0 0.10
H -3.194 2.598 -1.430 0.0 0.0 0.0 0.10
H -4.659 1.656 -1.127 0.0 0.0 0.0 0.09
```
Forces are in eV/Å.

=====

No. 2
C3H4NOP | ωB97M-V/def2-TZVPD

Output
* E_HOMO: -9.15 eV
* orbital gap: 9.5264 eV
* net charge: 0
* energy relative to the best compared isomer or geometry (same formula, charge and spin): 189.4 kJ/mol
* total energy: -587.95427 a.u.

Geometry as XYZ:
```
10
Properties=species:S:1:pos:R:3:forces:R:3:lowdin_charge:R:1
C 1.125 -0.498 1.052 0.0 -1.1 0.1 0.00
C 0.964 0.753 1.334 -0.8 1.2 -0.9 -0.30
O 0.777 1.878 1.541 0.3 0.0 0.3 0.17
H 0.781 -1.025 0.155 0.3 0.6 0.5 0.07
H 1.398 -1.011 1.957 0.3 -0.7 0.0 0.06
N -0.726 -1.559 -3.188 -1.0 1.7 -0.5 0.07
C -1.123 -0.418 -3.453 1.0 -0.8 1.7 -0.71
P -1.490 1.191 -3.349 0.4 0.2 -0.6 0.73
H -1.162 -2.169 -3.851 0.0 -1.3 -0.6 0.05
H -0.262 1.401 -4.076 -0.5 0.2 0.0 -0.14
```
Forces are in eV/Å.

=====

No. 3
C34H25BrF5MnN2O3PTe | ωB97M-V/def2-TZVPD

Output
* E_HOMO (spin up / spin down): -11.21 / -11.35 eV
* multiplicity: 5
* orbital gap (spin up / spin down): 5.7859 / 6.7763 eV
* net charge: +1
* energy relative to the best compared isomer or geometry (same formula, charge and spin): 189.2 kJ/mol
* total energy: -6479.41562 a.u.

Geometry as XYZ:
```
73
Properties=species:S:1:pos:R:3:forces:R:3:lowdin_charge:R:1
Mn 0.211 0.932 1.890 0.0 0.1 -0.9 1.00
Br 3.708 -5.338 3.264 0.0 0.0 0.0 0.79
C 2.601 -3.822 3.106 0.0 -0.1 0.1 -0.68
C 1.405 -3.759 3.835 0.0 0.0 0.0 -0.07
C 0.569 -2.671 3.732 -0.1 -0.1 0.2 0.03
C 0.911 -1.611 2.898 -0.1 0.4 0.0 -0.28
O 0.115 -0.562 2.810 -0.1 -0.8 0.5 -0.12
C 2.107 -1.669 2.162 0.1 -0.1 0.0 -0.14
C 2.491 -0.623 1.297 0.2 0.0 0.0 -0.03
N 1.802 0.430 0.979 0.1 0.2 0.1 0.05
C 2.241 1.398 0.025 0.0 -0.1 0.0 -0.17
C 3.402 1.365 -0.687 0.1 0.0 0.0 0.03
C 3.703 2.417 -1.581 0.1 -0.1 0.0 -0.02
C 2.869 3.485 -1.732 0.0 0.1 0.0 0.01
C 1.670 3.551 -0.984 0.0 0.0 -0.1 -0.13
C 0.781 4.646 -0.986 0.0 0.1 0.0 0.04
C -0.321 4.637 -0.175 0.0 0.1 0.0 -0.01
C -0.559 3.524 0.641 0.0 -0.1 0.0 -0.06
N 0.242 2.481 0.636 0.0 0.4 -0.1 0.01
C 1.362 2.484 -0.134 -0.2 0.0 0.1 -0.17
C 2.956 -2.789 2.290 0.1 0.1 -0.1 -0.05
H 1.145 -4.576 4.494 0.0 0.0 0.0 0.12
H -0.343 -2.601 4.308 0.0 0.0 0.0 0.13
H 3.462 -0.724 0.821 0.0 0.0 0.0 0.15
H 4.117 0.564 -0.569 0.0 0.0 0.0 0.12
H 4.630 2.375 -2.136 0.0 0.0 0.0 0.12
H 3.125 4.299 -2.398 0.0 0.0 0.0 0.13
H 0.997 5.504 -1.610 0.0 0.0 0.0 0.13
H -0.999 5.476 -0.133 0.0 0.0 0.0 0.12
H -1.415 3.489 1.303 0.0 0.0 0.0 0.14
H 3.888 -2.822 1.740 0.0 0.0 0.0 0.12
O -0.955 0.068 0.514 0.2 0.4 0.7 -0.36
P -1.577 -0.554 -0.718 -0.1 -0.1 -0.1 0.86
C -2.743 0.578 -1.458 0.0 0.0 0.0 -0.28
C -4.081 0.247 -1.649 0.0 0.0 0.0 -0.05
C -4.947 1.181 -2.205 0.0 0.0 0.0 -0.05
C -4.477 2.434 -2.567 0.0 0.0 0.0 -0.05
C -3.138 2.766 -2.380 0.0 0.0 0.0 -0.06
C -2.270 1.841 -1.828 -0.1 0.0 0.0 -0.09
C -0.325 -0.942 -1.935 0.0 0.0 -0.1 -0.27
C 0.821 -1.612 -1.498 -0.1 0.0 0.1 -0.07
C 1.802 -1.969 -2.406 0.0 0.0 0.0 -0.06
C 1.637 -1.674 -3.755 0.0 0.0 0.0 -0.06
C 0.494 -1.024 -4.196 0.0 0.0 0.0 -0.06
C -0.491 -0.653 -3.288 0.1 0.0 0.1 -0.06
C -2.385 -2.081 -0.274 0.0 0.0 0.0 -0.29
C -2.720 -3.018 -1.253 0.0 0.0 0.1 -0.07
C -3.350 -4.195 -0.886 0.0 0.0 0.0 -0.06
C -3.635 -4.440 0.452 0.0 0.0 0.0 -0.06
C -3.295 -3.513 1.427 0.0 0.0 0.0 -0.06
C -2.669 -2.328 1.068 0.0 0.0 -0.1 -0.06
H -4.447 -0.729 -1.358 0.0 0.0 0.0 0.11
H -5.988 0.929 -2.353 0.0 0.0 0.0 0.11
H -5.155 3.158 -3.000 0.0 0.0 0.0 0.11
H -2.776 3.744 -2.671 0.0 0.0 0.0 0.11
H -1.223 2.088 -1.692 0.0 0.0 0.0 0.10
H 0.929 -1.864 -0.447 0.0 0.0 -0.1 0.10
H 2.688 -2.491 -2.069 0.0 0.0 0.0 0.11
H 2.400 -1.961 -4.466 0.0 0.0 0.0 0.11
H 0.365 -0.805 -5.247 0.0 0.0 0.0 0.11
H -1.380 -0.143 -3.634 0.0 0.0 0.0 0.11
H -2.481 -2.829 -2.294 0.0 0.0 0.0 0.12
H -3.613 -4.925 -1.640 0.0 0.0 0.0 0.11
H -4.124 -5.363 0.736 0.0 0.0 0.0 0.11
H -3.519 -3.712 2.467 0.0 0.0 0.0 0.11
H -2.393 -1.598 1.818 0.0 0.0 0.0 0.10
F 1.964 4.091 4.331 -0.1 0.6 0.1 -0.44
Te 2.537 2.350 3.813 0.9 0.1 0.0 1.99
F 2.614 3.395 2.160 -0.1 0.1 -0.4 -0.44
F 1.819 2.075 5.553 -0.2 -0.2 0.6 -0.44
F 2.450 0.407 3.993 -0.2 -0.4 -0.1 -0.44
F 3.977 1.560 2.661 0.5 -0.1 -0.1 -0.47
O 0.784 2.026 3.068 -0.9 -0.4 -0.1 -0.50
```
Forces are in eV/Å.

=====

No. 4
C16H12BrI3N4O4Zr | ωB97M-V/def2-TZVPD

Output
* E_HOMO: -14.32 eV
* orbital gap: 7.3223 eV
* net charge: +2
* energy relative to the best compared isomer or geometry (same formula, charge and spin): 95.3 kJ/mol
* total energy: -4650.67190 a.u.

Geometry as XYZ:
```
41
Properties=species:S:1:pos:R:3:forces:R:3:lowdin_charge:R:1
Zr 0.098 0.081 0.032 -0.7 -0.4 -0.5 1.53
I -1.610 -1.590 -2.137 0.0 0.1 0.0 1.01
C -0.984 -3.451 -1.351 0.0 0.1 0.0 -1.04
I 0.323 -3.143 0.282 0.1 0.0 0.2 0.99
H -0.449 -3.985 -2.123 0.0 -0.1 -0.1 -0.01
H -1.857 -3.977 -0.991 0.0 -0.1 0.0 -0.01
Br 0.863 -1.109 3.598 0.1 0.0 0.0 0.91
C 2.300 -0.582 2.512 -0.1 0.1 -0.2 -0.70
C 3.599 -0.572 2.983 0.2 0.0 0.1 -0.05
C 4.606 -0.133 2.138 0.1 0.0 0.1 0.02
C 4.318 0.289 0.842 0.2 0.0 0.0 0.05
C 3.015 0.205 0.447 -0.3 -0.2 0.0 -0.17
N 2.017 -0.218 1.261 0.3 0.0 0.1 -0.07
C 2.332 0.609 -0.841 0.4 -0.2 -0.2 -0.58
O 2.191 1.783 -1.135 0.2 0.1 -0.1 0.11
O 1.554 -0.346 -1.308 1.1 0.3 -0.5 -0.24
H 3.812 -0.900 3.990 0.0 0.0 0.0 0.13
H 5.629 -0.116 2.494 0.0 0.0 0.0 0.14
H 5.086 0.651 0.173 0.0 0.0 0.0 0.14
O -2.871 0.137 2.752 -0.1 -0.2 0.1 0.20
C -1.914 0.383 2.101 0.1 -0.2 -0.3 -0.54
O -1.448 -0.393 1.074 -1.1 0.2 1.2 -0.36
C -1.102 1.635 2.284 0.1 0.1 -0.2 -0.20
C -1.462 2.564 3.226 -0.1 0.2 0.2 0.05
C -0.736 3.745 3.296 0.0 0.1 0.1 0.02
C 0.312 3.949 2.412 0.0 0.1 0.1 0.00
C 0.624 2.967 1.496 0.1 -0.2 0.0 -0.07
N -0.064 1.815 1.436 -0.4 0.1 0.5 -0.03
H -2.304 2.354 3.872 0.0 0.0 0.0 0.15
H -0.994 4.502 4.025 0.0 0.0 0.0 0.14
H 0.887 4.864 2.424 0.0 0.0 0.0 0.13
H 1.437 3.085 0.793 0.0 0.0 0.0 0.12
I -4.448 3.292 -2.819 -0.1 0.0 0.0 1.00
C -2.571 2.622 -2.339 0.0 0.0 0.0 -0.76
C -1.382 2.872 -3.006 0.1 0.1 -0.1 -0.08
N -0.407 2.244 -2.349 0.2 -0.1 0.0 0.04
N -0.882 1.591 -1.273 -0.4 0.1 -0.2 -0.17
C -2.212 1.819 -1.268 0.1 0.1 0.0 -0.21
H -1.180 3.456 -3.891 0.0 0.0 0.0 0.15
H 0.595 2.247 -2.512 -0.1 0.0 0.0 0.15
H -2.850 1.397 -0.507 0.0 0.0 0.0 0.12
```
Forces are in eV/Å.